C42H57ClLiN9O2 | ωB97M-V/def2-TZVPD

Computed properties:
- LUMO level (Eh) = 0.1475
- energy (Eh) = -2745.7132
- total charge = -2

The geometry in XYZ format:
```
112
Properties=species:S:1:pos:R:3:forces:R:3
Li -1.035268 1.010221 0.858735 0.6 -0.3 0.0
C -3.633873 0.270909 -2.512566 -1.3 -0.7 -0.3
C -2.420958 -0.609278 -2.797577 -0.3 -0.2 -0.9
C -2.767425 -2.094753 -3.106291 0.3 -0.2 0.6
C -1.643902 -0.027154 -3.973162 0.3 -0.1 -0.1
C -2.181491 -0.084580 -5.248884 -0.9 0.5 -0.3
C -1.567861 0.536897 -6.344053 -0.7 -1.2 0.0
C -0.362735 1.156790 -6.128945 0.9 0.3 -0.9
C 0.274372 1.174769 -4.900267 -0.2 0.0 0.7
C 1.626183 1.883594 -4.799642 -0.7 0.5 -0.5
C 2.751415 0.889305 -4.906077 0.0 -1.3 -0.5
C 1.774056 2.790073 -3.576984 0.7 0.7 0.3
C -0.367922 0.544826 -3.802972 0.2 0.2 0.6
N 0.159587 0.577737 -2.499895 0.3 0.2 0.0
C 1.084041 -0.297520 -2.203104 0.3 -0.6 0.1
O 1.551176 -1.227353 -2.937326 -0.3 0.5 0.6
C 1.807973 -0.091728 -0.832799 -0.3 0.0 -0.1
C 3.199530 -0.273318 -0.906283 -0.4 0.5 0.4
C 3.984704 0.057108 0.181270 -0.4 0.1 0.2
C 3.376959 0.498133 1.358531 0.5 -0.6 -0.2
C 2.006523 0.560306 1.373214 -1.8 0.4 -0.3
N 1.204299 0.305254 0.304817 0.8 0.0 -0.5
C 1.313008 0.980375 2.665086 0.6 -0.1 0.8
O 2.063102 1.089974 3.662644 0.3 -0.1 0.0
N 0.007340 1.166960 2.683978 0.1 -0.2 -1.0
C -0.517123 1.184842 3.973640 -1.0 -0.2 0.3
C -0.717105 -0.042242 4.660605 -0.2 0.3 0.6
C -1.211332 -0.035635 5.993039 0.5 -0.4 -1.8
C -1.598215 1.130700 6.585669 0.0 1.2 0.0
C -1.553957 2.324357 5.845635 0.3 -0.8 -0.1
C -1.037512 2.367799 4.533322 0.0 0.0 1.2
C -1.108185 3.716168 3.834147 -0.7 -0.5 -0.6
C -2.145946 3.675800 2.671760 0.0 0.1 0.9
C 0.192735 4.344826 3.361242 0.3 0.1 -0.9
C -0.499945 -1.366176 3.936269 0.6 0.4 0.3
C 0.733862 -2.096944 4.457774 0.9 1.0 0.8
C -1.749214 -2.213416 4.090315 -0.5 -0.3 0.2
H -4.232116 -0.144567 -1.693670 0.2 0.0 0.0
H -4.324728 0.328661 -3.378576 0.4 -0.1 0.1
H -3.416598 1.292176 -2.248495 0.5 0.3 0.1
H -1.815219 -0.608181 -1.903879 0.3 0.0 0.1
H -3.498848 -2.266600 -3.926330 0.6 0.3 0.2
H -3.190437 -2.583568 -2.205894 0.2 0.3 -0.4
H -1.785330 -2.588149 -3.318091 -0.9 0.1 -0.1
H -3.189256 -0.515816 -5.370344 0.6 0.0 0.0
H -1.980908 0.381424 -7.354802 0.2 0.4 0.5
H 0.175957 1.596524 -6.982566 -0.3 -0.1 0.3
H 1.680151 2.548615 -5.684941 -0.1 -0.2 0.2
H 2.613068 0.100608 -4.165631 0.2 0.2 0.3
H 3.733545 1.340022 -4.827871 0.3 0.2 0.1
H 2.703213 0.303501 -5.849968 0.0 0.6 0.2
H 2.122144 2.226783 -2.706804 -0.2 0.1 0.0
H 0.847927 3.308021 -3.299130 0.0 -0.3 -0.1
H 2.532270 3.593628 -3.761267 -0.3 -0.6 -0.1
H 3.567604 -0.597815 -1.859186 0.4 -0.2 -0.2
H 5.055130 0.011102 0.136538 0.5 -0.2 -0.1
H 3.914515 0.694722 2.285929 -0.2 0.1 -0.3
H -1.372420 -0.967985 6.503090 0.1 -0.3 0.2
H -1.907737 1.128387 7.625499 -0.2 0.1 -0.1
H -1.923193 3.218585 6.333878 0.0 0.2 -0.2
H -1.486594 4.361021 4.626532 -0.3 0.4 -0.1
H -1.871972 3.007219 1.867879 0.2 -0.1 0.1
H -2.264441 4.668061 2.260592 0.1 0.5 -0.3
H -3.137178 3.379379 3.015745 0.0 -0.2 0.2
H 0.655459 3.719614 2.544470 -0.3 0.8 1.0
H 0.871646 4.453186 4.213177 0.2 -0.1 -0.3
H -0.035129 5.379849 2.967356 0.3 -1.0 0.2
H -0.270899 -1.147135 2.892610 -0.6 0.1 -0.1
H 0.499708 -2.454075 5.457589 0.2 -0.4 0.2
H 1.635875 -1.447476 4.550201 -0.8 0.0 -0.1
H 1.090897 -2.899577 3.842477 -0.3 -0.8 -0.4
H -1.858620 -2.661695 5.098653 0.2 0.4 -0.3
H -1.799198 -3.027862 3.396140 0.3 -0.7 -0.5
H -2.651033 -1.649475 3.868647 -0.1 0.3 0.1
C 1.110851 5.671759 -1.140543 1.0 -0.3 -0.1
N 0.138426 4.684301 -0.852078 -1.4 -2.1 0.1
C -1.164927 4.615358 -1.391848 1.5 0.6 0.5
C -1.718694 3.508967 -0.867687 -1.3 -1.1 0.0
N -0.824110 2.844732 -0.060632 -0.4 -0.2 -0.6
C 0.275070 3.521338 -0.108608 0.3 1.2 -0.3
H 0.848768 6.605606 -0.687696 -0.2 0.8 0.1
H 1.237831 5.754286 -2.215147 0.1 0.3 -0.2
H 2.077709 5.389839 -0.712835 -0.2 -0.2 -0.1
H -1.498407 5.329991 -2.118343 -0.1 0.2 0.0
H -2.728857 3.089982 -1.044290 0.9 0.4 0.2
H 1.194930 3.208019 0.371283 0.0 0.3 -0.1
C 2.343153 -3.546957 0.565160 0.3 0.2 -0.6
N 2.278593 -4.953188 1.014522 0.1 -0.5 -1.1
C 2.450601 -5.802239 -0.189486 -1.7 -0.8 0.8
N 1.451882 -5.497198 -1.243317 1.0 -1.5 0.1
C 1.586636 -4.131270 -1.617636 0.3 1.5 -0.7
N 1.362136 -3.242027 -0.490408 -0.6 0.4 1.5
C 0.007770 -3.485721 0.068052 0.6 -0.7 -1.4
N -0.126527 -4.913843 0.479184 -0.2 0.3 0.3
C 0.898900 -5.201118 1.478006 0.1 -0.3 0.5
C 0.114810 -5.730306 -0.700435 0.4 -0.2 0.5
H 3.338560 -3.265164 0.178894 -0.1 -0.6 0.0
H 2.231312 -2.940867 1.455555 -0.6 0.4 0.1
H 2.221711 -6.841892 0.150238 0.5 0.5 -0.3
H 3.450292 -5.738732 -0.576070 0.5 0.2 -0.2
H 0.902756 -3.927597 -2.454088 0.0 0.3 0.4
H 2.591164 -3.872405 -1.998713 -0.2 -0.5 0.1
H -0.701331 -3.249112 -0.736177 0.0 -0.2 0.3
H -0.212130 -2.829021 0.881178 0.0 0.4 0.7
H 0.810006 -6.267068 1.837769 0.1 0.9 -0.5
H 0.754775 -4.540558 2.330721 -0.3 0.0 0.2
H -0.642605 -5.455559 -1.430231 0.0 -0.2 -0.3
H 0.059392 -6.806755 -0.436069 -0.2 0.5 -0.1
Cl -2.921601 -1.749983 0.407554 0.0 0.3 0.3
C -2.901649 0.089395 0.963277 0.4 -0.4 -0.8
H -3.212631 -0.034947 1.982042 -0.4 0.0 0.8
H -3.762693 0.451169 0.404430 -0.3 0.2 0.0
```
Forces are in eV/Å.